The following is a DFT calculation (ωB97M-V with the def2-TZVPD basis set) of an isolated molecule of C6H12O.

Each line ends with the natural charge from an NBO analysis.
Positions of all 19 atoms, in Å:
C -2.493 -0.802 0.350  -0.604
C -1.151 -0.937 -0.356  -0.394
C -0.136 0.086 0.199  -0.311
C -0.162 1.509 -0.468  0.454
O -0.311 2.622 -0.030  -0.519
C 1.284 -0.280 -0.207  -0.431
C 2.434 0.633 0.259  -0.635
H -3.276 -1.378 -0.152  0.212
H -2.433 -1.147 1.389  0.205
H -2.791 0.250 0.362  0.210
H -0.828 -1.998 -0.324  0.209
H -1.249 -0.703 -1.421  0.202
H -0.169 0.157 1.300  0.213
H 0.479 1.267 -1.368  0.085
H 1.419 -0.707 -1.211  0.218
H 1.155 -1.130 0.474  0.227
H 3.213 0.786 -0.498  0.220
H 2.902 0.141 1.113  0.217
H 2.113 1.631 0.588  0.220

Highest occupied orbital energy (Eh): -0.3486
Max |F| (eV Å⁻¹): 2.2
SMILES: CCC(C=O)CC
Kohn-Sham gap (Ha): 0.3871
Charge: 0